Density functional theory data (ωB97M-V with the def2-TZVPD basis set) for CH2BrOP in the gas phase in a non-equilibrium geometry.

Its orbital gap (spin up / spin down) is 7.44 / 5.21 eV. Its charge is 0. Its HOMO energy (spin up / spin down) is -8.393 / -6.577 eV. The energy above the lowest of the compared OMol25 structures with the same formula, charge and spin is 3.234 eV. The spin multiplicity is 1. The LUMO energy (spin up / spin down) is -0.035 / -0.050 Ha.

Geometry (Å):
H (1.146, -1.052, 1.260)
Br (0.259, -1.137, -0.966)
O (-1.554, 1.585, -0.579)
P (-2.057, 0.236, -0.567)
H (1.017, 0.740, 0.445)
C (1.189, -0.371, 0.407)


Density functional theory data (ωB97M-V with the def2-TZVPD basis set) for 7 unconnected molecules or ions with the total composition C22H42BN9O7 in a non-equilibrium geometry.

Its orbital gap is 8.54 eV. The structure (SMILES) is CN(C)B(O)c1cnc2ccccc2n1.CC(N)=O.CC(N)=O.CC(N)=O.CC(N)=O.CC(N)=O.CC(N)=O. Its charge is 0. Its HOMO energy is -8.420 eV. The spin multiplicity is 1. The LUMO energy is 0.004 Ha.

Geometry (Å):
C (-4.968, 0.538, 6.701)
H (-5.961, -1.653, 2.183)
C (-2.529, -2.811, -1.677)
H (-3.264, -0.255, 0.431)
H (3.141, -0.045, 0.692)
H (5.130, 0.038, -4.592)
H (-6.214, 1.565, -2.890)
H (-4.135, 2.381, 5.891)
H (7.320, -2.505, -4.827)
H (-1.327, 4.591, 0.426)
H (6.792, -0.377, -4.171)
H (4.944, -3.296, 1.224)
O (-5.495, -0.546, 6.522)
H (7.164, 4.781, -4.068)
N (-3.084, 1.331, -2.711)
C (-2.604, 4.151, 1.952)
C (0.892, -3.723, -1.995)
C (-4.261, -1.706, 3.457)
H (-4.248, 1.877, 8.120)
H (-5.607, 3.212, -2.693)
H (-3.002, -3.512, -2.350)
N (6.387, -2.841, -4.677)
N (-3.573, -2.794, 3.883)
H (-2.948, 1.390, -3.702)
H (2.960, -0.379, -1.017)
C (7.828, 4.342, -3.326)
H (-4.286, 2.940, 1.316)
N (-2.179, 4.113, 0.659)
C (-4.593, 1.449, 5.561)
C (-3.885, 3.403, 2.217)
H (3.765, -3.572, -2.583)
C (5.749, -0.604, -3.971)
N (0.829, -1.902, -0.464)
C (-5.340, 2.204, -3.005)
C (3.586, -0.579, -0.151)
H (-6.277, -1.216, 3.874)
H (7.862, 4.992, -2.453)
H (-3.696, 2.619, 2.949)
N (7.020, 2.719, -1.702)
H (5.453, -1.633, 1.183)
H (5.534, -0.383, -2.926)
C (-1.129, -2.840, -1.524)
C (-1.317, -0.977, 0.037)
H (4.577, -0.154, -0.324)
H (5.700, -2.644, -0.253)
H (-4.625, 4.092, 2.621)
H (-4.920, 0.403, 8.733)
N (-4.684, 0.991, 7.952)
C (7.338, 2.950, -3.002)
C (-4.243, 1.691, -2.104)
H (-4.350, -1.880, -1.109)
C (-5.737, -1.900, 3.220)
H (-5.050, 2.223, -4.055)
N (3.687, -2.016, 0.131)
H (-4.009, -3.682, 4.044)
H (-5.493, 1.679, 4.994)
H (-3.900, 0.921, 4.909)
C (1.535, -2.801, -1.114)
H (-2.679, 3.610, -0.052)
H (6.178, -3.808, -4.857)
H (1.503, -4.452, -2.515)
O (3.874, -3.722, -1.629)
C (-2.671, -0.971, -0.119)
H (8.826, 4.270, -3.754)
C (-0.516, -1.911, -0.653)
O (-4.383, 1.594, -0.897)
H (-2.348, 0.951, -2.136)
H (6.689, 1.803, -1.450)
H (-0.819, -0.282, 0.700)
N (-0.392, -3.754, -2.212)
C (-3.275, -1.905, -0.993)
O (-1.984, 4.741, 2.817)
O (-3.712, -0.633, 3.282)
O (7.232, 2.086, -3.852)
H (7.098, 3.420, -0.990)
O (4.259, -2.473, -4.056)
H (-2.587, -2.693, 4.052)
H (-6.067, -2.917, 3.424)
C (5.020, -2.427, 0.573)
C (5.389, -2.042, -4.235)
B (3.110, -2.850, -0.893)


Density functional theory data (ωB97M-V with the def2-TZVPD basis set) for C7H9N in the gas phase in a non-equilibrium geometry.

Its orbital gap is 6.75 eV. Its charge is 0. Its HOMO energy is -6.394 eV. The energy above the lowest of the compared OMol25 structures with the same formula, charge and spin is 7.705 eV. The spin multiplicity is 1. The LUMO energy is 0.013 Ha.

Geometry (Å):
C (-0.052, -0.430, 1.017)
N (0.018, 0.890, 0.509)
C (-0.799, -1.100, 0.061)
H (1.503, 0.137, -1.579)
H (-1.128, -2.011, 0.327)
C (-1.735, -0.003, -0.488)
H (-1.700, -0.305, -1.698)
H (1.350, -2.077, 0.158)
H (-1.502, 2.126, -0.327)
H (-0.143, -0.391, 2.206)
H (2.752, -0.439, -0.362)
C (1.746, 0.027, -0.476)
C (1.261, 1.191, 0.201)
C (0.775, -1.129, 0.100)
H (-2.733, -0.096, 0.018)
C (-1.220, 1.288, 0.174)
H (1.608, 2.323, 0.158)


Density functional theory data (ωB97M-V with the def2-TZVPD basis set) for a molecular structure, C28H54Br2N3O7P2S in a non-equilibrium geometry.

Its orbital gap is 7.71 eV. Its charge is +1. Its HOMO energy is -11.027 eV. The spin multiplicity is 1. The LUMO energy is -0.122 Ha.

Geometry (Å):
O (5.843, 0.782, -5.276)
C (-4.658, -1.737, 1.722)
H (-0.014, -1.528, 0.380)
H (2.370, 4.135, 2.405)
H (0.085, -6.339, -1.271)
C (-0.244, -0.242, 2.161)
H (1.151, -0.033, -0.738)
C (-7.840, 0.376, 0.483)
H (2.265, -2.448, -3.535)
H (7.624, 1.698, -5.814)
H (-11.267, 1.612, 1.525)
H (8.230, -0.522, -4.711)
H (7.365, -1.360, -5.995)
C (1.787, 2.493, -2.138)
H (-8.516, -0.019, -0.335)
P (-0.084, 3.245, 4.739)
S (1.986, 2.232, -0.320)
Br (-1.275, 2.586, 1.457)
C (-10.649, 2.555, 1.328)
H (-0.841, -4.039, -1.383)
H (1.718, 1.920, 2.626)
H (1.201, 5.735, 5.423)
C (2.375, -4.127, -2.180)
H (2.597, -1.310, 1.089)
O (-9.369, 2.269, 0.724)
H (-5.229, 0.305, 0.894)
H (2.948, 0.080, -0.900)
O (1.615, 5.847, 4.534)
H (2.402, 0.679, 5.217)
Br (-0.503, 0.367, 5.463)
C (6.719, 1.933, -3.287)
O (-0.535, 5.742, 3.155)
C (-0.850, -0.907, 0.860)
H (-4.695, -2.225, 0.704)
H (1.615, -3.939, -4.211)
H (-0.218, -3.820, -3.006)
C (2.070, 0.372, -0.226)
C (2.135, -2.117, 4.051)
C (-3.172, -1.224, 2.088)
H (-1.675, -2.855, 1.617)
C (2.405, -3.532, -3.578)
H (3.375, 0.255, 1.572)
H (-1.019, -6.154, -2.648)
N (1.418, 1.179, 3.300)
H (-10.437, 3.079, 2.318)
C (1.320, -0.010, 2.345)
C (-0.060, -5.840, -2.232)
C (-8.643, 1.297, 1.502)
H (-7.941, 1.840, 2.215)
C (5.957, 0.751, -3.861)
H (-11.230, 3.234, 0.625)
H (-0.482, -1.030, 2.955)
H (2.831, 2.293, 4.507)
H (2.962, 1.869, -5.071)
H (3.188, -3.691, -1.594)
H (4.937, 0.764, -3.468)
N (0.786, 3.129, -2.833)
H (3.362, -3.744, -4.061)
N (1.184, 2.948, -4.143)
C (-0.030, -4.332, -2.056)
H (0.727, -6.189, -2.903)
H (6.400, -0.198, -3.539)
H (2.559, -5.205, -2.207)
C (-0.906, 1.120, 2.728)
H (6.788, 0.804, -7.065)
C (7.920, -0.449, -5.754)
C (-2.060, -1.900, 1.146)
C (2.390, -0.196, 1.202)
H (6.243, 2.873, -3.580)
C (7.062, 0.779, -6.009)
H (-3.215, -0.090, 1.968)
C (2.613, 1.201, 4.243)
C (2.350, 2.236, -4.206)
C (1.714, -1.218, 3.327)
O (2.797, 1.920, -2.899)
O (1.175, -3.851, -1.469)
H (-9.319, 0.623, 2.122)
H (3.535, 0.819, 3.704)
H (8.823, -0.415, -6.368)
C (0.099, 1.543, 3.945)
H (-2.559, -2.123, 0.148)
H (-7.690, -1.156, 2.156)
C (-7.124, -0.863, 1.210)
H (-5.652, 0.079, 2.646)
P (0.655, 4.881, 3.511)
H (-7.034, 1.036, 0.014)
H (-5.050, -2.384, 2.565)
H (-1.513, 3.439, 4.818)
H (-7.050, -1.753, 0.510)
H (7.751, 1.966, -3.642)
H (-1.122, -0.123, 0.074)
O (1.483, 4.448, 2.118)
H (2.558, -3.063, 4.472)
H (6.741, 1.877, -2.197)
C (-5.633, -0.459, 1.636)
H (-2.924, -1.468, 3.177)
H (-1.884, 0.984, 3.284)